[1]
Below is a molecular structure, C3H6LiO5Tm in a non-equilibrium geometry, with properties calculated with ωB97M-V/def2-TZVPD.

Structure (XYZ):
```
16
Properties=species:S:1:pos:R:3:forces:R:3:nbo_charge:R:1
H -0.007 -2.588 -1.745 -0.35 -0.20 0.37 0.1865
C -0.777 -2.406 -0.968 -0.10 1.31 -1.64 -0.0802
C -0.393 -1.124 -0.238 -0.08 -0.11 0.63 -0.0657
O -0.514 -0.012 -1.086 -0.70 0.77 0.81 -0.7060
Tm -0.660 -4.433 1.860 -0.49 2.12 -4.46 1.7058
O -0.899 -3.470 -0.104 0.56 -2.88 5.00 -1.0226
H -1.726 -2.211 -1.511 0.35 -0.27 0.36 0.1891
H 0.650 -1.240 0.119 -0.29 0.17 0.03 0.1525
H -1.069 -1.027 0.640 0.32 -0.07 -0.24 0.1401
C 0.938 2.857 0.496 -0.62 1.08 0.46 0.9466
O 1.889 2.643 1.286 0.30 -0.24 0.43 -0.8559
O 1.168 3.049 -0.811 -0.12 0.08 -0.27 -0.6898
H 2.092 3.295 -0.945 0.09 -0.37 0.13 0.4969
Li 0.570 2.951 2.708 0.12 0.05 -1.00 0.9581
O -0.254 3.023 0.891 0.19 -0.71 0.23 -0.8540
H -1.009 0.692 -0.593 0.83 -0.71 -0.85 0.4987
```
Forces are in eV/Å.

The HOMO-LUMO gap (spin up / spin down) is 0.244 / 0.190 Ha. The spin multiplicity is 4. Its expectation value of S² is 3.752. Its charge is +1. For the LUMO energy (spin up / spin down), the calculation gives -5.183 / -6.652 eV. The value obtained for the strongest force on any atom is 5.8 eV Å⁻¹.

[2]
Below is a gas-phase ion, C6H8Br2N (charge +1) in a non-equilibrium geometry, with properties calculated with ωB97M-V/def2-TZVPD.

Structure (XYZ):
```
17
Properties=species:S:1:pos:R:3:forces:R:3:nbo_charge:R:1
C -1.773 -0.770 -1.487 -0.29 -0.25 -0.62 -0.3353
C -0.577 -1.370 -0.912 0.31 0.32 0.40 -0.1500
C -2.381 0.275 -1.012 2.33 0.93 3.29 0.0771
C 0.278 -0.797 -0.074 0.06 -0.68 -0.25 -0.0458
C -1.137 0.947 0.888 -2.74 -0.67 -2.56 -0.2055
C 1.294 0.886 1.353 0.80 0.18 0.72 -0.4375
N 0.210 0.603 0.386 -0.03 0.12 -0.40 -0.4823
Br -1.669 -0.127 2.372 0.21 0.43 -0.33 0.1841
Br -1.383 2.842 1.043 0.18 -0.59 0.07 0.1718
H -2.187 -1.280 -2.359 -0.05 0.13 0.05 0.2744
H -0.377 -2.393 -1.193 0.12 -0.06 0.04 0.2621
H -3.216 0.926 -1.095 -0.41 0.26 -0.18 0.2401
H 1.123 -1.335 0.328 0.02 0.06 0.03 0.2441
H 1.274 1.935 1.646 -0.15 -0.07 -0.13 0.2515
H 1.152 0.265 2.239 -0.05 0.02 -0.19 0.2467
H 2.262 0.663 0.904 -0.18 -0.05 -0.12 0.2447
H 0.353 1.210 -0.436 -0.12 -0.09 0.17 0.4597
```
Forces are in eV/Å.

The HOMO-LUMO gap (spin up / spin down) is 0.322 / 0.322 Ha. The relative energy (zero: lowest compared OMol25 entry of this formula, charge and spin) is 1.727 eV. Its charge is +1. For the LUMO energy (spin up / spin down), the calculation gives -4.367 / -4.369 eV. The value obtained for the strongest force on any atom is 4.1 eV Å⁻¹.

[3]
Below is a molecular structure, C6H15NO2 in a non-equilibrium geometry, with properties calculated with ωB97M-V/def2-TZVPD.

Structure (XYZ):
```
24
Properties=species:S:1:pos:R:3:forces:R:3:nbo_charge:R:1
C 0.940 1.082 0.470 -0.25 -0.46 0.25 0.5707
C 0.124 -1.047 -0.471 -0.16 -0.41 -0.31 -0.1132
C -1.783 0.552 0.816 0.35 -0.33 -0.22 -0.3997
C 1.082 2.074 -0.630 0.00 0.06 0.04 -0.6888
C 0.298 -2.523 -0.182 0.13 0.13 -0.05 -0.6207
C 0.080 -0.725 -1.949 0.05 0.03 0.19 -0.6330
N 0.990 -0.249 0.339 -0.19 0.91 0.44 -0.5022
O 1.006 1.609 1.714 0.34 -0.40 -0.28 -0.6977
O -1.283 0.341 2.170 0.05 0.02 0.18 -0.7939
H 0.398 1.081 2.292 -0.10 0.20 -0.49 0.5152
H -1.814 0.828 2.811 -0.08 -0.13 -0.18 0.4724
H 1.116 -0.685 1.248 -0.04 -0.03 -0.05 0.4000
H -1.014 -0.382 0.050 -0.19 0.47 0.29 0.2463
H -1.888 1.623 0.610 0.10 -0.02 0.00 0.1452
H -2.769 0.085 0.726 -0.02 0.03 0.05 0.1580
H 0.176 2.677 -0.726 0.03 -0.04 0.02 0.2379
H 1.897 2.756 -0.368 -0.03 -0.03 0.01 0.2340
H 1.314 1.612 -1.585 -0.03 -0.05 0.07 0.2334
H -0.615 -1.411 -2.437 0.03 0.00 0.05 0.2203
H 0.304 -2.720 0.894 0.00 0.00 0.00 0.2019
H 1.214 -2.948 -0.611 0.01 -0.03 0.01 0.1908
H -0.544 -3.074 -0.605 0.01 0.04 0.02 0.2188
H -0.282 0.285 -2.137 -0.04 0.03 -0.01 0.2078
H 1.055 -0.841 -2.440 0.02 0.02 -0.04 0.1966
```
Forces are in eV/Å.

The HOMO-LUMO gap (spin up / spin down) is 0.259 / 0.259 Ha. The relative energy (zero: lowest compared OMol25 entry of this formula, charge and spin) is 4.698 eV. For the LUMO energy (spin up / spin down), the calculation gives 0.778 / 0.779 eV. The value obtained for the strongest force on any atom is 1.0 eV Å⁻¹.

[4]
Below is a molecular structure, C21H36Cl2CrN3O4 in a non-equilibrium geometry, with properties calculated with ωB97M-V/def2-TZVPD.

Structure (XYZ):
```
67
Properties=species:S:1:pos:R:3:forces:R:3:nbo_charge:R:1
O 0.534 0.557 -3.637 1.63 -0.54 0.19 -0.5934
C 1.681 0.263 -3.301 -0.93 0.61 0.86 0.4410
C 2.238 -1.095 -3.129 -0.28 -0.29 0.14 -0.1846
C 1.407 -2.240 -3.094 0.55 0.10 -0.05 -0.1582
H 0.349 -2.125 -2.836 0.34 -0.04 -0.43 0.2271
C 1.985 -3.493 -3.311 0.00 0.56 0.07 -0.2089
H 1.363 -4.395 -3.291 0.34 0.37 -0.14 0.2257
C 3.366 -3.564 -3.559 0.20 0.14 0.01 -0.1682
H 3.792 -4.481 -3.953 0.00 -0.07 0.41 0.2175
C 4.216 -2.470 -3.324 -0.35 -0.03 0.05 -0.2273
H 5.309 -2.566 -3.352 -0.62 -0.08 -0.06 0.2280
C 3.636 -1.231 -3.057 -0.37 0.15 -0.10 -0.1408
H 4.225 -0.347 -2.777 -0.11 -0.39 -0.49 0.2253
H 2.361 1.100 -3.037 0.16 -0.27 -0.24 0.1222
C 2.601 1.455 1.258 0.97 0.48 1.46 -0.6450
C 1.991 0.145 1.688 2.29 -2.25 -4.55 -0.2001
H 3.668 1.323 1.074 0.14 -0.02 0.28 0.2045
H 2.481 2.211 2.027 -0.12 0.77 -0.01 0.1887
H 2.222 1.813 0.300 -0.28 -0.09 0.11 0.1774
C 2.798 -1.006 1.524 -0.88 0.42 -0.70 -0.4718
C 4.060 -1.395 2.229 0.59 0.41 -0.56 -0.6322
H 2.600 -1.634 0.635 -0.68 -0.34 1.01 0.1772
H 4.746 -1.719 1.435 0.40 -0.06 0.27 0.1870
H 3.963 -2.268 2.898 -0.20 0.27 0.01 0.1877
H 4.558 -0.594 2.804 -0.20 -0.10 -0.14 0.1848
Cr 0.004 0.071 1.315 -0.16 -0.61 0.45 1.1371
Cl 0.999 0.222 3.453 -1.50 0.47 1.79 -0.3032
C -2.159 -0.521 3.271 0.52 0.95 -1.60 0.5741
O -1.873 0.185 2.260 -1.14 -0.91 2.05 -0.6957
N -3.260 -0.348 4.005 0.14 0.20 0.17 -0.4050
C -4.147 0.788 3.802 -0.07 -0.11 0.06 -0.4162
C -3.464 -1.114 5.232 0.35 0.03 -0.12 -0.4046
H -1.503 -1.347 3.599 -0.24 0.30 -0.16 0.1742
H -4.042 1.177 2.790 0.04 -0.13 0.14 0.2402
H -3.934 1.588 4.525 0.02 -0.14 -0.14 0.1991
H -5.168 0.432 3.975 0.06 0.20 -0.15 0.1985
H -2.970 -2.085 5.118 -0.23 0.17 0.13 0.2226
H -4.541 -1.245 5.384 0.28 -0.11 0.01 0.2049
H -3.028 -0.598 6.104 -0.23 -0.12 -0.26 0.2007
H -2.857 -0.922 -4.639 0.13 0.05 0.28 0.1930
H -4.150 -1.692 -2.761 0.20 0.03 0.20 0.1933
C -1.959 -0.974 -4.006 -0.14 0.41 0.01 -0.4205
C -3.289 -1.716 -2.075 0.30 -0.47 -0.02 -0.4129
N -2.287 -0.793 -2.589 -0.36 0.19 0.13 -0.4232
H -1.225 -0.221 -4.316 -0.39 -0.39 0.07 0.2571
C -1.623 0.079 -1.797 0.45 -0.19 0.65 0.5717
O -1.429 -0.048 -0.570 -0.37 0.64 -1.67 -0.6629
H -3.610 -1.446 -1.064 0.31 -0.08 -0.25 0.2417
H -1.269 0.957 -2.377 0.22 -0.45 0.33 0.1380
H -1.515 -1.975 -4.143 -0.09 0.29 0.03 0.1957
H -2.869 -2.732 -2.089 -0.30 0.13 0.27 0.2052
H -1.259 5.356 1.537 0.13 -0.09 -0.01 0.2019
H -1.360 5.467 -1.152 0.15 -0.14 0.06 0.2041
C -0.323 4.805 1.386 0.00 0.07 -0.06 -0.4240
C -0.438 4.875 -1.105 -0.10 -0.12 -0.01 -0.4030
N -0.381 4.086 0.120 0.03 0.24 -0.26 -0.3863
H -0.177 4.087 2.193 0.02 0.15 -0.13 0.2588
C -0.267 2.763 0.081 0.53 -0.95 1.81 0.5591
O -0.042 2.076 1.116 -1.01 1.91 -1.89 -0.6626
H -0.405 4.199 -1.966 0.00 0.20 0.15 0.2161
H -0.356 2.308 -0.914 0.06 0.07 0.17 0.1505
H 0.502 5.526 1.353 -0.10 -0.16 0.09 0.2050
H 0.417 5.564 -1.157 -0.16 -0.21 0.03 0.2068
Cl -1.681 -2.564 0.996 -1.63 -1.17 -0.04 -0.1169
C -0.057 -1.950 1.005 1.30 0.66 0.62 -0.7933
H 0.471 -2.394 1.854 0.11 -0.28 -0.56 0.2248
H 0.375 -2.172 0.028 0.28 -0.24 0.24 0.1925
```
Forces are in eV/Å.

The HOMO-LUMO gap (spin up / spin down) is 0.151 / 0.143 Ha. The spin multiplicity is 4. Its expectation value of S² is 3.910. For the LUMO energy (spin up / spin down), the calculation gives -0.257 / -0.259 eV. The value obtained for the strongest force on any atom is 5.6 eV Å⁻¹.

[5]
Below is a single C9H13N3 molecule in a non-equilibrium geometry, with properties calculated with ωB97M-V/def2-TZVPD.

Structure (XYZ):
```
25
Properties=species:S:1:pos:R:3:forces:R:3:nbo_charge:R:1
C -0.428 2.193 -0.601 -0.49 0.78 -0.54 -0.6884
C -0.318 0.833 -0.106 -2.65 -3.77 5.57 0.0226
C -1.253 0.341 1.093 5.22 -0.24 -5.55 0.1507
N -2.064 0.895 2.015 0.14 2.61 0.95 -0.4558
N -2.567 -0.085 2.835 -1.07 0.70 0.40 0.0141
N -2.269 -1.214 2.417 0.99 -0.95 0.13 -0.1944
C -1.311 -1.090 1.373 -0.61 1.36 0.02 -0.0121
C -0.577 -2.065 0.814 -1.19 0.44 0.88 -0.1499
C 0.431 -1.694 -0.206 2.39 -1.60 0.61 -0.4343
C 0.757 -0.231 -0.656 -1.93 0.19 2.13 -0.0662
C 2.146 0.244 -0.060 -1.28 -0.82 -0.15 -0.6099
C 0.677 -0.266 -2.149 -1.14 -1.22 -1.38 -0.6102
H -0.611 2.993 0.162 -0.05 -0.78 -0.61 0.2227
H -1.267 2.114 -1.330 0.39 0.92 0.23 0.2309
H 0.479 2.447 -1.138 0.07 0.36 -0.23 0.2150
H -1.932 1.861 2.432 -0.49 -1.94 -0.81 0.4136
H -0.806 -3.073 1.200 0.60 0.35 -0.70 0.2301
H 1.434 -2.070 0.235 -1.30 0.14 -0.84 0.2185
H 0.236 -2.329 -1.094 0.28 0.33 0.34 0.2236
H 2.945 -0.484 -0.205 0.16 0.14 -0.91 0.2134
H 2.086 0.214 1.023 -0.45 0.42 0.30 0.2190
H 2.359 1.255 -0.392 0.41 -0.03 -0.06 0.2112
H 0.606 0.739 -2.420 0.45 1.64 -1.30 0.2043
H -0.279 -0.743 -2.632 1.55 0.65 1.44 0.2150
H 1.526 -0.784 -2.611 -0.02 0.32 0.09 0.2166
```
Forces are in eV/Å.

The HOMO-LUMO gap (spin up / spin down) is 0.271 / 0.257 Ha. The relative energy (zero: lowest compared OMol25 entry of this formula, charge and spin) is 3.320 eV. Its SMILES is CC1=c2[nH]nnc2=CCC1(C)C. For the LUMO energy (spin up / spin down), the calculation gives 0.172 / 0.147 eV. The value obtained for the strongest force on any atom is 7.6 eV Å⁻¹.

Number 5 is which compound? C9H13N3

Number 4 is which compound? C21H36Cl2CrN3O4

Among the records above, which one has the highest strongest force on any atom? C9H13N3